DFT (ωB97M-V with the def2-TZVPD basis set) results for a molecular structure, C31H37FMoN8O4SbSe5.

Geometry as XYZ:
```
88
Properties=species:S:1:pos:R:3:lowdin_charge:R:1
H -4.601 -6.272 -3.672 0.08
H -0.835 -1.253 -8.048 0.10
H 2.538 1.302 6.368 0.10
Se 6.205 1.732 2.983 -0.16
H 3.277 3.610 3.193 0.12
C -1.883 -3.289 1.850 -0.16
H -1.178 -0.384 -0.299 0.10
C -3.161 -4.026 -5.218 -0.44
N 0.389 3.439 0.161 -0.01
C 0.241 4.835 -0.153 -0.26
H -2.201 -2.004 -3.776 0.11
C 2.416 4.708 4.817 -0.13
Se 2.024 -4.648 -5.693 0.37
H 2.962 1.848 4.275 0.16
N -3.655 -3.450 -4.095 -0.07
H 0.481 2.513 6.411 0.11
H 1.251 4.581 -2.026 0.10
C 2.673 2.389 6.244 -0.08
C -0.768 -4.259 -5.691 -0.10
C -0.817 -2.114 -7.458 -0.02
C 0.108 2.606 -0.939 0.00
C 1.325 3.193 6.302 -0.12
H -1.093 -2.764 -1.854 0.08
H -4.442 -0.799 0.815 0.10
H -2.376 -3.983 -1.415 0.06
O -3.740 -4.933 -5.795 0.08
C 0.305 -2.895 -7.238 -0.13
H -0.304 3.174 -1.781 0.14
O 0.153 0.644 -3.205 -0.01
H -1.456 -4.279 -2.834 0.07
C 0.583 1.549 1.569 -0.13
H -5.542 -4.076 -4.336 0.10
C -4.846 -4.052 -3.548 -0.20
Se 3.525 -1.654 1.984 -0.11
Mo 1.880 -1.019 0.487 1.04
H -3.904 -5.473 -2.210 0.06
C -1.922 -2.431 -6.717 0.01
Sb 6.343 -0.508 3.995 -0.18
C -2.591 -1.513 0.763 -0.37
O 0.698 -0.839 -1.521 -0.19
H -0.743 -5.172 -5.082 0.12
N -0.172 -1.895 0.872 -0.04
H 4.353 2.141 5.006 0.04
H -2.120 -4.234 2.336 0.11
C 0.430 1.793 3.918 -0.21
Se 7.843 -2.223 3.343 -0.16
C 0.464 0.973 2.800 0.04
N -2.941 -2.595 1.467 0.12
C 3.462 3.809 4.231 -0.16
H -2.840 -1.885 -6.902 0.13
H 0.286 -3.610 1.994 0.12
H -5.665 -5.608 -2.360 0.06
H 4.442 4.251 4.394 0.12
C -4.745 -5.459 -2.916 -0.06
C 0.413 0.308 -2.026 -0.59
O 2.500 0.803 0.196 -0.32
C -0.567 -2.958 1.627 -0.13
C 0.623 3.732 2.597 0.05
H -3.545 -1.993 -2.653 0.13
C 0.748 5.318 -1.462 -0.15
C 1.500 5.769 -0.266 -0.07
H -3.362 0.169 -0.121 0.10
H 1.308 3.983 7.061 0.12
H 1.467 6.835 -0.013 0.09
H 3.353 2.749 7.026 0.13
C 0.466 2.932 1.440 -0.13
H 1.287 -2.619 -7.593 0.10
H 2.228 5.557 4.151 0.13
H 0.426 -0.046 2.976 0.09
H 2.471 5.258 -0.080 0.12
H 2.832 4.971 5.771 0.11
C -1.883 -3.464 -2.252 -0.04
N -3.569 -0.696 0.339 0.14
H 0.594 4.821 2.601 0.12
Se 5.131 -0.676 6.080 -0.22
H 0.145 6.009 -2.047 0.11
H -5.088 -3.342 -2.739 0.12
C -2.814 -2.674 -3.208 -0.19
C 0.735 3.186 3.865 -0.18
N 3.404 2.522 4.926 0.04
C -1.911 -3.501 -5.814 -0.11
H -0.687 5.279 0.155 0.14
N 0.338 -3.866 -6.330 -0.43
F -0.030 1.208 5.049 0.04
N 1.137 3.938 5.023 -0.07
C -1.234 -1.181 0.431 -0.06
C 1.055 0.845 0.359 -0.51
C 0.409 1.331 -0.870 -0.12
```

The value obtained for the HOMO energy (alpha / beta) is -4.587 / -5.059 eV. The value obtained for the energy relative to the best compared isomer or geometry (same formula, charge and spin) is 2.288 eV. The expectation value of S² is 2.06. For the LUMO energy (alpha / beta), the calculation gives 1.6 / 1.5 eV. The total energy is -14357.9345 Ha. The spin multiplicity is 3. Its net charge is -1. The value obtained for the largest force on an atom is 2.6 eV Å⁻¹.

=====

DFT (ωB97M-V with the def2-TZVPD basis set) results for a molecular structure, C31H37FeN4O3S.

Geometry as XYZ:
```
77
Properties=species:S:1:pos:R:3:lowdin_charge:R:1
C 0.180 -4.647 1.458 -0.01
C -0.483 1.156 4.255 0.02
N 2.319 1.062 0.662 -0.18
H -2.694 -3.158 -0.858 0.08
C 2.221 -2.960 2.272 0.00
H -1.633 1.763 -3.513 0.10
Fe 0.393 0.199 0.167 0.81
H -3.280 -0.434 -4.932 0.08
H 3.291 2.935 0.404 0.15
H -1.534 -0.211 -5.087 0.07
C -1.684 0.504 4.469 -0.01
S -2.129 -0.104 -2.195 1.01
N 1.616 -0.425 -1.378 0.08
H -2.112 0.447 5.461 0.13
C -1.022 2.984 -0.103 -0.10
C -2.330 -0.048 3.376 -0.01
H 1.670 2.406 3.732 0.13
H -4.430 -0.324 -2.179 0.11
H -2.137 4.756 -0.523 0.12
H -3.383 1.573 -3.386 0.09
H -5.106 1.131 -0.231 0.10
C -2.477 0.303 -4.899 -0.12
H -2.536 -4.127 0.620 0.11
H -1.881 2.393 0.179 0.08
C 2.456 1.225 2.127 -0.13
C -1.157 4.302 -0.486 -0.01
C 2.030 -1.595 -3.423 -0.01
H -4.216 2.081 -1.417 0.08
C -0.910 -2.776 0.258 -0.33
H 3.433 1.669 2.345 0.15
C -2.448 1.044 -3.569 -0.36
H 3.015 -2.297 2.591 0.11
C 3.850 -0.992 -2.017 0.02
H 4.328 0.604 0.145 0.15
C -1.997 -3.696 -0.225 0.02
C 1.188 -2.424 1.483 -0.28
H 1.093 2.916 2.177 0.12
H -3.417 1.528 0.061 0.04
H -3.726 -0.868 -0.659 0.07
C -0.013 5.023 -0.809 -0.01
C 2.531 2.323 -0.093 -0.07
C 3.351 0.113 0.194 -0.10
C -3.740 -0.051 -1.375 -0.36
N -0.535 0.631 1.934 0.06
O 1.286 -1.163 1.189 -0.15
C 0.063 1.232 2.980 -0.21
H -3.286 -0.543 3.470 0.12
C 0.151 -3.287 1.069 -0.09
H -2.644 1.012 -5.708 0.09
H 2.928 2.067 -1.078 0.14
H -1.572 -4.522 -0.796 0.11
C 1.255 3.077 -0.288 -0.24
C -4.136 1.256 -0.710 -0.10
O -0.968 -1.575 -0.063 -0.08
H -0.610 -5.314 1.144 0.12
H 0.039 1.632 5.073 0.13
H 3.425 -0.707 0.904 0.12
H 0.118 -1.027 -2.659 0.07
C 3.396 -1.579 -3.186 -0.01
H -0.082 6.055 -1.125 0.13
C 1.329 2.031 2.768 -0.07
H -2.182 -0.405 1.274 0.10
H 1.616 -2.054 -4.310 0.12
H 2.449 0.217 2.536 0.12
C -1.716 0.032 2.143 -0.09
C 2.219 -4.282 2.638 -0.04
H 3.027 -4.662 3.249 0.12
H 4.904 -0.962 -1.775 0.13
O -1.076 0.637 -1.367 -0.59
C 1.185 -1.011 -2.500 -0.07
H 2.139 4.934 -0.897 0.13
C 2.934 -0.446 -1.135 -0.22
H 4.089 -2.020 -3.889 0.13
H 1.196 -6.186 2.521 0.12
C 1.218 4.403 -0.694 0.02
C 1.192 -5.145 2.231 -0.06
N 0.164 2.372 -0.024 0.04
```

The value obtained for the HOMO energy (alpha / beta) is -13.120 / -13.131 eV. The value obtained for the energy relative to the best compared isomer or geometry (same formula, charge and spin) is 1.251 eV. The expectation value of S² is 0.93. For the LUMO energy (alpha / beta), the calculation gives -6.6 / -5.7 eV. The total energy is -3309.6644 Ha. The spin multiplicity is 2. Its net charge is +2. The value obtained for the largest force on an atom is 2.1 eV Å⁻¹.

=====

DFT (ωB97M-V with the def2-TZVPD basis set) results for a molecular structure, C31H37MnN5.

Geometry as XYZ:
```
74
Properties=species:S:1:pos:R:3:lowdin_charge:R:1
H -2.025 -1.737 -1.948 0.08
C -0.423 -0.488 -2.689 -0.21
H -1.737 2.970 3.379 0.08
C -2.300 -4.817 1.638 -0.13
C 1.726 1.750 1.132 -0.27
H -0.197 4.096 0.292 0.08
H 3.464 1.184 -3.835 0.09
H -4.190 0.686 -1.299 0.16
Mn 0.393 0.065 1.191 0.52
H -2.254 0.013 -3.736 0.12
C -0.360 -3.662 0.836 -0.05
C -2.840 -0.595 1.311 -0.11
C 1.488 -0.975 -0.066 -0.27
N -1.526 -2.870 2.835 0.06
H 0.365 2.974 -0.957 0.06
H -2.202 1.289 3.156 0.07
H 3.496 1.306 0.018 0.07
C 2.718 -1.615 -1.869 -0.11
C 1.452 1.043 -3.056 -0.19
C -2.295 0.489 -0.473 -0.21
N 1.656 -0.810 -1.464 -0.05
C -1.701 2.133 2.663 -0.05
C 2.893 1.419 -2.921 -0.06
C 0.388 -1.614 2.018 -0.14
H 1.041 2.733 -4.333 0.12
H 3.095 -0.541 3.234 0.07
H 2.487 2.635 -0.642 0.05
C -1.269 -4.702 0.703 -0.10
H 1.120 -0.167 4.715 0.07
H -1.067 3.231 -5.246 0.07
C -2.384 -3.876 2.670 -0.20
H -2.674 -1.033 2.286 0.09
H 0.525 -3.513 0.212 0.10
C 0.615 1.035 3.044 -0.30
C 3.213 -2.200 -0.722 -0.16
C 0.624 1.837 -3.861 -0.02
C 0.876 -0.054 -2.395 -0.12
H -0.453 -1.977 -1.155 0.05
C 0.346 0.547 4.415 -0.05
N 2.435 -1.801 0.350 0.03
H 3.970 0.557 2.147 0.07
H 3.518 2.895 0.781 0.09
H -1.145 -5.407 -0.115 0.09
C -1.606 2.334 -4.929 -0.07
H 2.977 -1.754 -2.898 0.09
N -1.761 -0.104 0.589 0.06
C 2.859 2.167 0.276 -0.04
H 4.030 -2.882 -0.641 0.07
H -0.738 -2.647 -2.778 0.09
H -1.257 2.805 -0.284 0.05
N -3.631 0.337 -0.513 0.06
H -3.196 -3.955 3.384 0.08
C -0.939 -1.782 -2.122 -0.03
H -2.514 2.633 -4.388 0.08
H -4.995 -0.644 0.835 0.09
C 1.879 1.001 2.350 -0.30
C -0.330 1.754 2.234 -0.30
H -3.031 -5.614 1.617 0.07
C -3.998 -0.365 0.627 -0.08
H 2.974 2.511 -2.780 0.08
C -1.219 0.308 -3.526 -0.04
C 0.345 2.161 1.018 -0.29
C -0.216 3.046 -0.031 -0.05
H 3.377 0.911 -2.083 0.06
C 3.170 0.501 2.897 -0.05
H -1.923 1.775 -5.819 0.08
H 0.347 1.370 5.149 0.08
H 3.472 1.128 3.751 0.08
H -2.318 2.432 1.807 0.07
C -0.710 1.486 -4.080 -0.29
H 1.032 -1.729 2.928 0.06
H -0.632 0.048 4.482 0.08
H -1.769 1.073 -1.209 0.11
C -0.539 -2.736 1.894 -0.35
```

The value obtained for the HOMO energy (alpha / beta) is -1.488 / -2.267 eV. The value obtained for the energy relative to the best compared isomer or geometry (same formula, charge and spin) is 0.000 eV. The expectation value of S² is 6.07. For the LUMO energy (alpha / beta), the calculation gives 2.4 / 2.4 eV. The total energy is -2628.1508 Ha. The spin multiplicity is 5. Its net charge is -1. The value obtained for the largest force on an atom is 3.6 eV Å⁻¹.